No. 1
This record from OMol25 describes a molecular structure, C24H20N4O4SV. The level of theory is wB97M-V/def2-TZVPD.

Geometry as XYZ:
```
54
Properties=species:S:1:pos:R:3:forces:R:3:mulliken_charge:R:1
V 0.112 -0.114 0.473 -0.204 -0.025 0.242 0.1304
S -1.328 1.709 1.812 -0.142 -0.113 -0.258 1.9465
O 1.044 -0.640 -2.305 -0.072 0.007 -0.080 -0.3794
O -1.601 0.377 0.991 0.184 -0.052 -0.039 -0.5605
O -1.400 1.534 3.216 0.013 -0.060 0.027 -0.5371
O 0.693 -0.243 -1.089 0.065 0.064 0.034 -0.3008
N 0.205 1.733 1.207 0.072 0.024 -0.007 -0.4070
N 0.894 -2.790 -1.175 0.113 -0.366 0.037 0.1893
N 1.185 -2.291 -2.175 -0.015 0.285 -0.193 0.3565
N 1.726 0.251 1.615 0.031 -0.082 0.134 0.2488
C -3.170 4.198 -0.639 -0.011 0.019 0.007 -0.8964
C -0.032 -2.292 2.374 0.006 0.054 0.044 0.1001
C 0.505 -3.014 0.145 -0.024 0.085 -0.168 0.9630
C 2.592 -3.753 -5.785 0.017 -0.023 -0.018 -0.4929
C -2.344 3.199 -0.196 0.058 -0.039 -0.047 -0.3974
C -3.070 3.663 2.104 0.014 -0.033 0.051 -0.3626
C 2.815 -0.337 2.148 0.037 0.061 -0.045 -0.0418
C 2.427 -2.378 -5.642 -0.025 0.043 0.030 -0.6987
C -3.891 4.661 1.624 -0.005 0.012 -0.025 -0.9275
C -4.842 6.031 -0.262 -0.003 -0.013 0.031 -1.3775
C 1.827 -4.140 -3.543 0.031 0.014 -0.109 -0.0980
C -2.302 2.936 1.183 -0.003 0.080 0.088 0.4280
C 1.919 2.156 3.052 0.029 -0.031 0.019 -0.7590
C 0.324 -1.966 1.071 -0.125 0.018 0.130 0.6012
C 1.959 -1.850 -4.455 0.047 -0.121 -0.075 -0.7188
C -0.256 -3.623 2.729 -0.003 0.010 0.016 -0.9659
C 3.049 1.558 3.600 0.000 0.005 -0.009 -0.2587
C 0.301 -4.344 0.496 -0.017 0.064 0.091 -0.7593
C 2.294 -4.630 -4.742 -0.007 -0.021 0.029 -0.7515
C 1.669 -2.752 -3.426 -0.073 0.011 0.180 1.1934
C 1.309 1.452 2.044 0.007 0.082 -0.042 0.5121
C -0.089 -4.639 1.798 0.006 0.003 -0.043 -0.7287
C 3.502 0.315 3.144 0.006 0.002 -0.001 -0.8756
C -3.958 4.947 0.257 0.011 -0.017 0.003 0.7784
H 3.593 2.066 4.387 -0.008 0.000 0.005 0.4724
H 0.443 -5.129 -0.235 0.005 0.011 -0.013 0.4956
H -0.553 -3.861 3.742 -0.003 0.001 -0.003 0.4648
H -3.221 4.419 -1.697 0.000 0.001 -0.001 0.4510
H 2.960 -4.149 -6.722 -0.004 0.001 0.000 0.4329
H 2.665 -1.715 -6.461 0.000 0.002 0.002 0.4271
H -4.493 5.229 2.321 -0.004 0.005 -0.007 0.3828
H 3.108 -1.302 1.760 0.000 -0.007 0.011 0.4908
H -0.155 -1.521 3.129 0.004 0.000 -0.004 0.5201
H 4.383 -0.142 3.573 0.003 0.004 -0.002 0.4547
H 2.427 -5.696 -4.871 -0.002 0.002 -0.002 0.4445
H 1.838 -0.785 -4.345 -0.003 0.007 0.003 0.4948
H -1.741 2.637 -0.897 -0.002 -0.002 0.002 0.3420
H -0.252 -5.670 2.084 -0.003 0.003 0.006 0.4645
H 1.586 -4.803 -2.725 0.005 0.011 0.005 0.3634
H -3.025 3.443 3.161 -0.001 -0.004 -0.004 0.5094
H -5.455 6.466 0.522 0.003 0.005 -0.003 0.3805
H -5.494 5.647 -1.048 0.005 0.008 -0.010 0.3794
H 1.553 3.118 3.380 -0.004 0.003 -0.009 0.5205
H -4.234 6.823 -0.707 -0.007 0.004 -0.011 0.3561
```
Positions in Å, forces in eV/Å.

Computed properties:
E_HOMO   -17.3 eV
HOMO-LUMO gap   5.45 eV
E   -2787.45214 Ha
M   511.46 g/mol
LUMO   -11.9 eV
Net charge   +3



No. 2
This record from OMol25 describes a molecular structure, C24H21Cl2IrNOP in a non-equilibrium geometry. The level of theory is wB97M-V/def2-TZVPD.

Geometry as XYZ:
```
51
Properties=species:S:1:pos:R:3:forces:R:3:mulliken_spin:R:1
Ir -0.214 -0.500 1.489 2.222 0.433 1.465 0.9425
Cl -2.145 1.301 6.627 0.887 -0.773 -0.662 0.1826
Cl 0.657 -2.847 1.210 -0.037 1.431 -0.122 0.2038
P 0.065 0.041 -0.677 -1.422 0.331 -1.694 0.0167
O -0.046 2.441 2.006 -1.051 -3.941 -0.696 0.0011
N -0.235 -0.421 3.654 -1.100 -0.391 -3.002 0.2543
C -0.272 1.315 1.783 0.698 4.834 0.740 0.0033
C -1.754 0.296 -2.812 -0.044 -0.137 -0.073 -0.0029
C 2.140 -2.572 -3.022 -1.318 0.285 -0.588 0.2180
C 2.537 -1.229 -0.602 0.976 -0.556 0.967 0.2524
C 0.544 1.730 -1.267 0.327 0.057 0.443 -0.0272
C 1.769 1.957 -1.912 -0.207 -0.056 -0.006 0.0040
C 0.760 -1.052 4.271 1.516 -0.856 1.424 0.3562
C 3.531 -2.063 -1.100 0.541 -0.308 -0.322 -0.0121
C 1.150 4.260 -2.354 -0.177 -0.182 0.204 0.0016
C -2.941 0.011 -3.480 0.093 -0.021 0.048 0.0014
C -3.704 -1.281 -1.597 0.002 -0.002 0.090 0.0061
C 0.865 -1.099 5.653 0.448 -0.226 -0.487 0.0696
C -1.012 0.341 5.773 -0.769 0.765 0.899 0.1960
C -0.047 -0.405 6.440 -0.185 -0.044 1.463 0.3365
C 1.121 -1.770 -2.510 0.042 0.055 0.222 -0.0409
C -1.088 0.351 4.365 -1.204 1.014 0.081 0.5365
C -0.349 2.808 -1.114 -0.082 -0.113 -0.052 -0.0054
C -3.905 -0.805 -2.891 -0.008 -0.150 0.278 0.0003
C 1.345 -1.071 -1.326 -1.814 -0.052 -1.597 0.1594
C -1.525 -0.246 -1.538 0.423 0.414 -0.305 0.0316
C -2.533 -0.971 -0.913 0.056 -0.232 0.014 -0.0178
C 2.055 3.206 -2.465 0.005 0.063 -0.057 0.0057
C 3.344 -2.702 -2.331 1.665 0.198 1.704 0.1753
C -0.045 4.059 -1.658 -0.134 -0.225 0.093 0.0007
H -1.303 2.673 -0.592 0.329 0.032 -0.266 0.0011
H -1.017 0.951 -3.272 -0.091 -0.175 0.000 0.0008
H -2.392 -1.294 0.114 -0.312 0.066 -0.949 0.0130
H -4.821 -1.068 -3.416 0.252 0.152 0.048 -0.0001
H -0.055 -0.414 7.526 0.173 -0.097 -0.244 0.0212
H 4.443 -2.191 -0.512 -0.252 -0.060 -0.400 0.0025
H 1.509 -1.508 3.621 -0.167 -0.057 0.366 0.0416
H 2.498 1.154 -2.009 -0.104 0.163 -0.086 0.0229
H -1.814 1.012 3.879 0.379 -0.444 0.100 0.0149
H -0.766 4.872 -1.549 0.264 -0.258 -0.025 -0.0001
H -4.442 -1.908 -1.101 0.031 0.222 -0.195 0.0004
H 1.684 -1.670 6.053 0.072 -0.010 0.327 0.0074
H 2.639 -0.726 0.366 0.214 -0.109 -0.453 -0.0089
H 1.359 5.239 -2.795 0.000 -0.424 0.147 0.0002
H 4.156 -3.314 -2.723 -0.292 0.080 0.007 -0.0010
H 0.165 -1.688 -3.022 0.250 0.036 0.047 0.0006
H 2.985 3.355 -3.007 -0.115 -0.064 0.155 0.0008
H -2.277 -2.111 1.639 1.780 0.946 0.159 0.0620
H -3.112 0.416 -4.469 0.024 0.016 0.041 0.0000
H -1.504 -1.777 1.539 -2.819 -1.689 0.597 -0.0254
H 1.998 -3.086 -3.970 0.033 0.057 0.154 -0.0030
```
Positions in Å, forces in eV/Å.

Computed properties:
E_HOMO (spin up / spin down)   -11.5 / -14.8 eV
HOMO-LUMO gap (spin up / spin down)   5.22 / 4.19 eV
Multiplicity   5
<S²>   6.039
E   -2422.42404 Ha
M   633.54 g/mol
LUMO (spin up / spin down)   -6.3 / -10.6 eV
Net charge   +2



No. 3
This record from OMol25 describes a molecular structure, C24H21ClIrN2O4PS2 in a non-equilibrium geometry. The level of theory is wB97M-V/def2-TZVPD.

Geometry as XYZ:
```
56
Properties=species:S:1:pos:R:3:forces:R:3:mulliken_charge:R:1
Ir -2.318 0.566 -0.532 -0.896 0.667 0.733 1.0492
Cl -4.515 0.680 -1.773 0.088 0.017 -0.264 1.9582
S -0.507 -0.784 -0.699 0.346 -0.217 -0.211 -0.2695
S 0.482 1.322 -3.243 -0.058 0.011 0.026 -0.3420
P 0.979 0.317 -1.651 -0.047 0.021 0.088 0.3751
O -5.750 0.835 -2.415 -0.070 0.006 0.013 -0.6027
O -4.238 -0.701 -1.367 0.138 -0.144 0.047 -0.6298
O -3.372 1.102 -2.593 0.163 -0.134 -0.092 -0.6333
O -4.400 1.476 -0.533 0.041 0.095 0.028 -0.6575
N -2.307 0.350 1.460 0.011 -0.157 -0.099 0.1367
N -1.451 2.256 0.012 -0.053 -0.227 -0.041 -0.0304
C -1.041 -4.452 0.831 0.017 -0.013 0.018 -0.4376
C -1.082 3.825 1.587 0.045 -0.053 0.098 -1.0539
C -2.865 -0.813 2.165 -0.025 0.089 0.023 -1.3544
C 2.971 2.947 1.566 0.000 -0.004 -0.010 -0.4822
C 2.971 3.337 0.235 0.001 -0.021 -0.001 -0.6416
C -2.843 -2.867 0.709 0.005 -0.003 -0.001 0.0126
C 2.345 1.766 1.940 0.011 0.017 -0.006 -0.7005
C -2.260 -2.117 1.723 0.024 0.016 0.014 0.2346
C -1.484 2.504 1.371 -0.028 -0.033 -0.142 0.0566
C -0.813 4.361 0.334 0.031 0.002 -0.062 -0.7404
C 1.724 1.362 -0.351 0.021 0.050 -0.045 0.4104
C -0.468 -3.721 1.865 -0.007 -0.028 -0.025 -0.7152
C 4.318 -1.500 -3.070 -0.001 0.002 0.004 -0.6166
C 2.252 -0.949 -1.961 0.011 0.031 0.032 0.7158
C -2.230 -4.029 0.260 -0.013 0.006 -0.004 -0.6742
C 3.288 -3.091 -1.595 0.001 -0.008 -0.005 -0.6773
C 1.723 0.975 0.986 0.029 -0.017 0.010 -0.3464
C 4.319 -2.744 -2.454 0.003 0.005 -0.002 -0.4469
C -1.962 1.420 2.117 0.234 -0.066 0.009 0.0714
C 2.348 2.549 -0.722 -0.014 0.025 0.017 -0.3203
C -1.079 -2.561 2.309 0.035 0.064 -0.051 -0.0282
C 2.256 -2.196 -1.344 0.006 0.002 0.028 -0.2611
C -1.059 3.363 -0.620 0.032 -0.004 0.013 -0.4313
C 3.287 -0.606 -2.827 -0.020 -0.015 -0.038 -0.6253
H 3.269 0.355 -3.325 -0.007 0.000 0.002 0.3623
H -0.465 5.357 0.115 0.005 -0.001 0.001 0.4571
H -0.562 -5.357 0.478 -0.002 0.007 0.000 0.4122
H 3.455 3.564 2.312 -0.003 0.001 0.005 0.3944
H -3.772 -2.535 0.261 0.000 0.002 -0.009 0.3849
H 3.281 -4.063 -1.118 -0.001 0.002 -0.001 0.4167
H 2.322 2.860 -1.759 0.006 -0.013 -0.004 0.4209
H -0.996 4.319 2.542 -0.006 -0.008 0.006 0.4971
H -2.047 1.429 3.198 0.009 0.037 0.004 0.4692
H -3.949 -0.817 2.022 0.011 -0.035 -0.094 0.2991
H 5.116 -1.228 -3.748 0.001 0.000 0.003 0.3903
H 0.455 -4.057 2.321 -0.002 0.005 0.004 0.4000
H 2.338 1.460 2.979 0.000 0.002 0.003 0.4177
H 3.451 4.261 -0.061 0.003 0.004 0.004 0.4132
H -0.944 3.384 -1.690 -0.002 -0.008 -0.040 0.5547
H 1.227 0.058 1.280 0.005 -0.003 -0.016 0.4533
H 5.121 -3.444 -2.649 -0.002 -0.002 0.002 0.3662
H -0.627 -1.980 3.105 0.003 -0.008 -0.001 0.3685
H 1.457 -2.483 -0.672 -0.006 0.013 0.012 0.2703
H -2.667 -0.665 3.229 -0.074 0.020 0.014 0.5392
H -2.682 -4.600 -0.541 -0.002 0.005 0.000 0.4108
```
Positions in Å, forces in eV/Å.

Computed properties:
E_HOMO   -8.2 eV
HOMO-LUMO gap   7.83 eV
E   -3039.65531 Ha
M   724.22 g/mol
LUMO   -0.4 eV
Relative energy (zero: lowest compared OMol25 entry of this formula, charge and spin)   5.6 kcal per mole



No. 4
This record from OMol25 describes a molecular structure, C24H21CrN6OS2 in a non-equilibrium geometry. The level of theory is wB97M-V/def2-TZVPD.

Geometry as XYZ:
```
55
Properties=species:S:1:pos:R:3:forces:R:3:mulliken_spin:R:1
Cr -0.182 0.625 -0.468 -3.476 2.089 1.213 3.2770
S -4.629 1.221 -1.139 -0.873 -0.155 -0.500 0.1735
S -0.497 2.796 3.504 -0.034 -0.193 -0.365 0.0520
O 1.494 1.376 -0.747 -10.631 13.773 -7.241 0.0491
N -0.402 1.575 1.237 -0.027 2.309 3.856 -0.0520
N 2.968 4.552 -2.365 -0.491 -1.286 -0.068 -0.0158
N -2.111 0.924 -0.683 -3.526 6.142 -2.703 0.1107
N 2.368 1.545 -5.420 -0.217 0.285 1.431 -0.0124
N 1.250 0.016 -2.259 0.488 -1.932 -5.040 0.1642
N -1.397 -0.732 0.178 -4.050 -2.910 -0.974 -0.1104
C 0.247 -3.635 1.780 -0.435 0.118 -0.019 -0.0072
C -3.057 0.662 -1.559 0.345 -0.031 -0.877 0.1708
C -3.998 1.860 0.323 -1.097 0.531 0.576 0.5190
C 1.397 -1.708 0.592 0.432 0.855 -0.036 0.0727
C 0.337 1.956 2.255 0.370 -0.267 -0.264 0.0325
C -2.148 -3.867 1.961 -0.098 0.230 -0.087 -0.0048
C -1.708 1.963 1.442 -1.319 0.244 -0.393 -0.0683
C 2.591 3.466 -2.558 0.425 1.245 -0.052 0.0019
C 3.766 -0.336 -0.235 0.258 -0.783 -0.211 -0.0194
C 2.159 2.151 -2.911 1.337 0.974 -0.126 -0.0338
C 3.817 -1.677 0.129 -0.701 -0.758 -0.094 0.0423
C 2.651 -2.351 0.525 0.690 -0.297 0.152 -0.0394
C 0.146 -2.414 1.069 -0.099 -0.295 0.344 0.0346
C 2.548 0.327 -0.212 9.068 -8.643 7.696 0.1849
C 1.799 1.706 2.373 0.295 0.104 0.096 0.0039
C -0.875 -4.349 2.217 0.470 0.260 -0.174 0.0118
C -2.298 -2.657 1.292 0.508 -0.238 0.359 0.0151
C -2.824 -0.065 -2.837 0.285 0.092 -0.200 -0.0031
C -2.646 1.605 0.388 1.546 0.603 1.087 0.0028
C 1.678 1.294 -1.981 -3.949 -0.581 -3.996 -0.0296
C 1.399 -0.356 0.192 -0.133 -4.290 2.452 -0.2984
C -1.957 2.638 2.617 -0.164 -0.173 -0.256 0.1374
C -1.178 -1.917 0.877 0.544 -1.668 0.154 0.0417
C 2.258 1.780 -4.285 0.315 -0.331 -1.249 0.0058
H -0.395 2.092 -1.286 -0.274 -0.603 0.161 -0.2606
H -2.424 -1.062 -2.631 0.047 -0.134 -0.325 0.0072
H 2.474 1.371 -0.498 8.894 1.920 4.869 -0.0307
H 0.370 -0.027 -1.739 -0.246 -1.940 -2.972 -0.1998
H -2.888 3.036 2.991 0.062 -0.088 -0.161 0.0253
H -3.739 -0.181 -3.426 0.099 0.032 0.246 0.0071
H 4.669 0.186 -0.539 0.006 -0.007 0.165 -0.0006
H 2.351 2.649 2.441 -0.085 -0.054 0.092 0.0013
H -2.094 0.478 -3.446 0.037 -0.140 -0.012 0.0077
H -4.632 2.371 1.032 0.209 -0.080 -0.034 0.0185
H -0.744 -5.285 2.755 0.034 0.147 -0.074 0.0017
H 2.021 1.103 3.259 -0.029 0.104 -0.033 -0.0005
H -2.385 -0.098 0.440 2.974 -2.646 1.385 0.0436
H -3.301 -2.285 1.102 0.150 0.156 -0.074 -0.0034
H 2.166 1.163 1.496 -0.107 0.401 0.700 0.0099
H -1.942 -0.844 -0.825 2.130 -1.495 2.960 -0.0126
H 1.811 -0.552 -1.622 0.173 -0.783 -1.126 -0.0233
H -3.022 -4.422 2.289 0.071 0.073 -0.056 -0.0003
H 4.765 -2.209 0.107 -0.112 -0.108 0.011 0.0019
H 1.215 -4.056 2.030 -0.012 0.211 -0.177 -0.0003
H 2.757 -3.402 0.776 -0.078 0.009 -0.036 -0.0015
```
Positions in Å, forces in eV/Å.

Computed properties:
E_HOMO (spin up / spin down)   -2.0 / -3.2 eV
HOMO-LUMO gap (spin up / spin down)   4.39 / 5.50 eV
Multiplicity   5
<S²>   6.160
E   -3171.14476 Ha
M   525.60 g/mol
LUMO (spin up / spin down)   2.3 / 2.3 eV
Net charge   -1